{
  "formula": "C22H66O11S8",
  "method": "ωB97M-V with the def2-TZVPD basis set",
  "lumo_ha": -0.013,
  "orbital_gap_ev": 7.8771,
  "total_charge": 0,
  "energy_ha": -4890.019848,
  "homo_energy_ev": -8.224,
  "de_lowest_kcal_mol": 104.1,
  "species": ["C", "C", "O", "H", "H", "H", "H", "H", "H", "C", "C", "O", "H", "H", "H", "H", "H", "H", "C", "C", "O", "H", "H", "H", "H", "H", "H", "C", "S", "O", "C", "H", "H", "H", "H", "H", "H", "C", "S", "O", "C", "H", "H", "H", "H", "H", "H", "C", "S", "O", "C", "H", "H", "H", "H", "H", "H", "C", "S", "O", "C", "H", "H", "H", "H", "H", "H", "C", "S", "O", "C", "H", "H", "H", "H", "H", "H", "C", "S", "O", "C", "H", "H", "H", "H", "H", "H", "C", "S", "O", "C", "H", "H", "H", "H", "H", "H", "C", "S", "O", "C", "H", "H", "H", "H", "H", "H"],
  "coordinates": [[-0.287, 0.254, 1.504], [-0.133, -0.676, 0.214], [1.148, -0.616, -0.254], [0.152, 1.242, 1.091], [0.572, -0.218, 1.989], [-1.312, 0.458, 1.957], [-0.819, -0.455, -0.500], [-0.271, -1.646, 0.423], [1.658, -1.189, 0.274], [-3.414, -2.515, 1.568], [-3.211, -3.643, 0.569], [-3.033, -3.262, -0.761], [-2.608, -1.746, 1.578], [-3.668, -2.751, 2.514], [-4.448, -1.898, 1.242], [-4.148, -4.193, 0.410], [-2.501, -4.246, 0.970], [-3.198, -4.103, -1.208], [0.479, 2.258, -2.767], [1.453, 3.490, -3.025], [2.791, 3.377, -2.587], [0.464, 2.145, -1.670], [0.813, 1.247, -3.223], [-0.359, 2.519, -3.293], [1.085, 4.499, -2.597], [1.335, 3.495, -4.152], [2.822, 2.871, -1.683], [5.084, -2.124, 2.526], [3.350, -2.108, 2.746], [2.829, -1.244, 1.494], [3.173, -3.836, 2.167], [5.415, -2.567, 1.619], [5.406, -2.687, 3.559], [5.281, -1.309, 2.650], [3.786, -4.319, 1.302], [2.007, -3.788, 1.886], [3.353, -4.370, 2.956], [-4.523, 0.175, -2.247], [-3.083, 1.301, -2.033], [-3.640, 2.669, -1.747], [-2.549, 0.569, -0.553], [-4.962, -0.129, -1.444], [-4.320, -0.939, -2.547], [-5.177, 0.593, -3.047], [-2.089, -0.319, -0.771], [-3.255, 0.712, 0.280], [-1.884, 1.160, -0.286], [5.063, -0.853, -1.111], [3.798, -1.207, -2.310], [4.471, -1.255, -3.720], [3.389, -2.890, -1.976], [4.859, 0.013, -0.577], [6.018, -0.921, -1.310], [4.954, -1.699, -0.404], [2.691, -2.882, -1.261], [4.250, -3.531, -1.820], [3.194, -3.208, -2.996], [-1.429, -0.535, -2.667], [-1.522, -1.467, -4.216], [-2.472, -0.721, -5.097], [0.059, -1.123, -4.721], [-1.177, 0.632, -2.899], [-0.696, -1.164, -2.100], [-2.504, -0.604, -2.390], [0.855, -1.715, -4.152], [0.329, 0.024, -4.836], [-0.047, -1.499, -5.753], [-0.470, -4.652, -1.125], [-1.653, -5.869, -1.662], [-3.032, -5.207, -1.531], [-1.285, -5.924, -3.392], [0.521, -4.978, -1.415], [-0.477, -4.344, 0.028], [-0.727, -3.428, -1.594], [-2.114, -6.649, -4.003], [-0.448, -6.687, -3.508], [-1.229, -5.094, -3.786], [1.885, 2.765, 2.327], [2.903, 1.837, 1.167], [3.476, 2.730, 0.142], [4.211, 1.458, 2.266], [1.546, 2.118, 3.076], [1.084, 3.349, 1.808], [2.542, 3.618, 2.755], [4.421, 2.396, 2.643], [5.033, 0.968, 1.771], [3.984, 0.803, 3.145], [-1.299, 4.353, 0.391], [-2.297, 5.372, 1.326], [-1.459, 5.498, 2.664], [-2.035, 6.955, 0.464], [-0.944, 3.407, 0.841], [-0.503, 5.191, -0.020], [-1.929, 4.073, -0.543], [-2.343, 7.708, 1.019], [-2.438, 6.910, -0.595], [-1.030, 7.223, 0.661], [-1.357, 3.517, 5.864], [-1.999, 2.860, 4.330], [-1.349, 1.518, 4.211], [-3.589, 2.484, 5.054], [-0.199, 3.606, 5.938], [-1.704, 2.926, 6.671], [-1.744, 4.620, 5.930], [-3.894, 3.302, 5.682], [-3.463, 1.766, 5.866], [-4.242, 1.964, 4.356]]
}